Entry P
C20H60O20 | ωB97M-V with the def2-TZVPD basis set

The geometry in XYZ format:
```
100
Properties=species:S:1:pos:R:3:lowdin_charge:R:1
C -0.13996 -1.86670 3.48923 -0.251
C -0.82698 -0.69406 2.89476 -0.173
O -0.17761 0.57179 3.00203 -0.101
O -0.00181 -1.74283 4.88662 -0.003
H 0.84797 -1.87553 3.02877 0.019
H -0.56094 -2.83902 3.23334 0.129
H -1.85850 -0.65821 3.24515 0.146
H -0.78974 -0.82882 1.81376 0.083
H 0.22537 0.71484 3.86153 0.114
H 0.56850 -0.97780 4.99191 0.079
C 1.45235 -3.68418 0.04205 -0.194
C 1.52951 -3.42649 1.60472 -0.212
O 2.51030 -4.27563 2.16982 -0.032
O 1.17364 -5.00282 -0.35892 -0.042
H 2.44607 -3.42603 -0.32397 0.137
H 0.87386 -2.97420 -0.54904 0.071
H 0.74653 -3.56770 2.34978 0.116
H 1.89044 -2.40936 1.75731 0.009
H 2.20690 -5.11642 1.81962 0.074
H 1.91112 -5.54212 -0.06417 0.078
C 0.71591 -1.05733 0.20400 -0.221
C -0.11544 -0.00408 -0.50573 -0.202
O -0.92595 0.46269 0.55635 -0.155
O 1.61913 -0.56120 1.05719 -0.132
H 1.22808 -1.64337 -0.55911 0.129
H 0.07296 -1.71446 0.78957 0.087
H -0.67225 -0.55981 -1.26020 -0.021
H 0.46379 0.72877 -1.06743 0.116
H -1.74714 0.91214 0.34367 -0.031
H 1.20556 -0.28462 1.87821 0.008
C -2.27173 -3.27785 -0.57242 -0.146
C -1.62791 -1.97437 -0.04957 -0.212
O -1.33621 -2.39199 1.21898 -0.110
O -3.11151 -2.98713 -1.70751 -0.100
H -2.94989 -3.80950 0.09506 0.121
H -1.66720 -4.06306 -1.02639 0.121
H -2.26900 -1.09617 -0.12608 0.133
H -0.72252 -1.67469 -0.57736 0.067
H -2.13424 -2.35697 1.75143 0.135
H -3.57731 -3.73849 -2.08178 0.081
C 1.74173 2.53430 2.65477 -0.135
C 1.22714 1.35383 1.85167 -0.228
O 1.93785 1.36826 0.59651 -0.017
O 1.17915 3.76717 2.21602 -0.050
H 2.82867 2.46483 2.69743 0.101
H 1.41528 2.44844 3.69119 0.130
H 0.17039 1.39341 1.58743 0.101
H 1.35960 0.38770 2.33863 0.083
H 1.79441 0.47378 0.27883 0.015
H 1.55365 3.95643 1.35258 0.103
C -1.93885 0.62157 -3.71905 -0.214
C -1.09810 -0.61199 -3.60482 -0.088
O -0.31129 -0.67996 -2.39916 -0.062
O -1.64251 1.18785 -4.96772 -0.086
H -1.78697 1.46097 -3.04049 0.129
H -2.98315 0.37351 -3.52928 0.097
H -0.42900 -0.62371 -4.46521 0.110
H -1.73752 -1.49465 -3.61727 0.141
H 0.02742 -1.57762 -2.43205 0.177
H -2.26552 1.90496 -5.10634 0.120
C -2.63117 1.13296 -0.65358 -0.286
C -3.88680 0.74371 -1.40974 -0.253
O -4.55442 1.81779 -1.88202 0.001
O -2.86474 2.17577 0.21342 -0.027
H -1.87414 1.47744 -1.35809 0.127
H -2.15540 0.27647 -0.17590 0.077
H -4.54088 0.16676 -0.75597 0.139
H -3.53193 0.11631 -2.22737 0.084
H -5.20195 1.59152 -2.55367 0.112
H -3.24153 2.89836 -0.29401 0.123
C 4.01342 0.30837 2.27110 -0.211
C 3.50801 -1.16835 2.64052 -0.014
O 2.06873 -1.39283 2.62122 -0.260
O 5.38214 0.36219 2.09295 -0.016
H 3.55382 1.17716 2.74233 0.088
H 3.55356 0.51614 1.30495 0.111
H 4.00161 -1.57743 3.52205 0.131
H 3.64125 -1.91791 1.86045 0.130
H 1.93482 -2.26161 3.00709 0.082
H 5.74138 0.71882 2.90865 0.094
C -1.07125 4.44200 0.25563 -0.227
C -0.66864 2.86338 0.29981 -0.252
O 0.56440 2.70619 -0.28889 -0.029
O -0.37924 5.21192 1.13581 -0.059
H -2.14948 4.57631 0.34216 0.095
H -0.88097 4.86971 -0.72873 0.117
H -1.44823 2.38000 -0.28899 0.038
H -0.97158 2.50112 1.28220 0.131
H 1.08002 1.94175 -0.02175 -0.128
H -0.43138 4.68970 1.93966 0.075
C 0.52394 2.17184 -4.87008 -0.255
C 1.03166 1.01120 -4.05055 -0.175
O 0.73483 1.08300 -2.64155 -0.081
O 1.38706 3.26689 -4.74224 -0.047
H -0.43423 2.47020 -4.44466 0.106
H 0.43831 1.90169 -5.92259 0.132
H 2.11952 1.05993 -4.09824 0.138
H 0.65364 0.05872 -4.42200 0.082
H 0.03953 0.46324 -2.40904 -0.117
H 1.70003 3.17360 -3.83950 0.083
```

Computed properties:
Charge ... 0
HOMO level ... -7.57 eV
Gap between HOMO and LUMO ... 0.273 Ha

***

Entry Q
C20H60O20 | ωB97M-V with the def2-TZVPD basis set

The geometry in XYZ format:
```
100
Properties=species:S:1:pos:R:3:lowdin_charge:R:1
O -0.54475 3.39841 1.65950 -0.111
C 0.68641 3.59896 2.40520 -0.160
C 0.84723 2.34768 3.33506 -0.223
O -0.03731 2.40019 4.44266 -0.064
H -1.20608 3.69121 2.29078 0.078
H 1.42392 3.63377 1.60334 0.112
H 0.58065 4.51211 2.99092 0.122
H 1.89885 2.29187 3.61627 0.113
H 0.59080 1.40052 2.86047 0.102
H -0.18959 1.47411 4.64463 0.032
O -0.96511 -0.24287 5.21115 -0.064
C -2.34644 0.02390 4.98525 -0.207
C -2.95894 -1.06081 4.03446 -0.192
O -2.36627 -2.32958 4.41193 -0.075
H -1.00891 -1.20145 5.18248 0.069
H -2.87143 -0.13217 5.92766 0.113
H -2.54936 1.06553 4.73640 0.119
H -2.68265 -0.81611 3.00885 0.089
H -4.04291 -1.11485 4.13538 0.123
H -2.96262 -2.89327 3.91371 0.088
O 3.25069 4.46282 -3.53746 -0.067
C 3.13099 3.36234 -2.68601 -0.235
C 1.98255 2.48185 -3.28241 -0.233
O 0.66871 2.79051 -2.90312 -0.075
H 3.90793 4.38325 -4.23267 0.088
H 4.05087 2.77761 -2.69054 0.105
H 3.01634 3.69036 -1.65289 0.115
H 2.00701 1.46616 -2.88760 0.097
H 2.11426 2.22754 -4.33412 0.117
H 0.40130 2.44815 -2.04703 0.043
O 4.69597 0.96781 2.25710 -0.050
C 4.79776 0.51593 0.96302 -0.263
C 3.55870 0.78374 0.10167 -0.177
O 2.77946 -0.43845 0.04597 -0.100
H 5.01071 1.87461 2.24092 0.088
H 5.52511 1.17232 0.48531 0.109
H 5.24211 -0.47917 0.94237 0.129
H 3.80748 0.99620 -0.93807 0.097
H 2.90053 1.61812 0.34400 0.110
H 2.14291 -0.37370 0.76167 0.034
O 0.13906 1.44142 -0.33768 -0.050
C -0.33081 0.13577 -0.51390 -0.246
C -0.70448 -0.64474 0.69309 -0.203
O 0.43525 -0.84958 1.55049 -0.086
H 0.07134 1.65655 0.59545 0.053
H -1.23855 0.13158 -1.11732 0.116
H 0.36682 -0.40364 -1.15457 0.110
H -1.07354 -1.63719 0.43438 0.126
H -1.51770 -0.21605 1.27876 0.094
H 0.31675 -1.68691 2.00484 0.042
O 3.15733 -4.81652 -2.17047 -0.075
C 3.32938 -3.51491 -1.66753 -0.230
C 2.73937 -2.50470 -2.65060 -0.221
O 3.45268 -2.59937 -3.91290 -0.070
H 2.33046 -5.26603 -1.98123 0.088
H 2.78013 -3.47814 -0.72675 0.104
H 4.41317 -3.40573 -1.62788 0.133
H 2.81859 -1.48987 -2.26080 0.095
H 1.66564 -2.63343 -2.78711 0.107
H 3.41493 -3.53031 -4.14427 0.069
O 0.49555 -3.55477 2.09740 -0.090
C 1.54780 -4.20941 2.78142 -0.197
C 2.72454 -3.23894 3.13622 -0.210
O 3.41333 -2.68470 2.02888 -0.061
H -0.28376 -4.11410 2.13515 0.096
H 1.05639 -4.77528 3.57288 0.120
H 1.96518 -4.95627 2.10606 0.114
H 3.40621 -3.71384 3.84184 0.119
H 2.40835 -2.35218 3.68557 0.113
H 2.83756 -2.56552 1.27001 0.043
O -5.77915 -0.85286 0.54787 -0.086
C -4.62447 -1.60385 -0.00493 -0.192
C -4.42444 -1.37321 -1.53443 -0.219
O -3.33584 -2.12529 -2.13201 -0.075
H -5.56578 0.08130 0.48938 0.027
H -3.73567 -1.22627 0.50061 0.084
H -4.71973 -2.67547 0.17013 0.113
H -4.32288 -0.32263 -1.80659 0.112
H -5.36259 -1.69695 -1.98517 0.114
H -3.63253 -3.03666 -2.07738 0.075
O 0.43003 -1.38689 -5.33860 -0.057
C -0.50412 -0.79972 -4.42405 -0.213
C -1.04553 0.57154 -4.90249 -0.243
O -2.16253 0.42330 -5.75383 -0.063
H 0.97343 -0.66523 -5.66344 0.074
H -1.29672 -1.54122 -4.32384 0.115
H -0.15287 -0.62033 -3.40791 0.084
H -0.24963 1.14031 -5.38326 0.111
H -1.41491 1.21632 -4.10504 0.103
H -2.41019 1.32804 -5.95809 0.081
O -4.19055 4.33764 -1.12372 -0.070
C -3.24050 3.30303 -0.86093 -0.183
C -3.58229 2.70974 0.52648 -0.281
O -4.58450 1.82178 0.63138 -0.053
H -4.85209 3.98704 -1.72458 0.081
H -3.30299 2.68033 -1.75336 0.118
H -2.21798 3.68059 -0.85950 0.116
H -3.80521 3.43297 1.31092 0.132
H -2.69967 2.15945 0.85245 0.094
H -4.61153 1.75452 1.58864 0.103
```

Computed properties:
Charge ... 0
HOMO level ... -9.43 eV
Gap between HOMO and LUMO ... 0.334 Ha

***

In terms of stability, entry Q leads; the second structure lies 35.429 eV higher.